No. 1
Formula: C2HN3O3
Source: the OMol25 dataset
Level of theory: ωB97M-V/def2-TZVPD

Each line ends with the natural charge from an NBO analysis.
Geometry (Å):
C (-0.3111, -1.8872, -0.1921)  0.40
C (-1.1241, -0.0132, 1.1434)  0.73
N (-0.2473, -3.0129, -0.3563)  -0.29
N (-0.3160, -0.5641, 0.0997)  -0.68
N (-0.8245, 1.5437, 1.1463)  0.28
O (0.0660, 2.0088, 0.4716)  -0.22
O (-1.7774, -0.5795, 1.9581)  -0.39
O (-1.4989, 2.1354, 1.9490)  -0.30
H (0.5335, -0.1611, -0.2611)  0.46

The energy above the lowest of the compared OMol25 structures with the same formula, charge and spin comes out at 44.0 kcal/mol. As for the HOMO-LUMO gap (alpha / beta): 8.655 / 6.304 eV. The calculation puts the LUMO energy (alpha / beta) at 0.18 / -5.19 eV. The spin multiplicity is 3. As for the net charge: 0.



No. 2
Formula: C2HN5O
Source: the OMol25 dataset
Level of theory: ωB97M-V/def2-TZVPD

Each line ends with the natural charge from an NBO analysis.
Geometry (Å):
O (-0.5398, 1.2461, 2.0043)  -0.43
C (0.1076, 0.6452, 1.3130)  0.72
N (0.2505, -0.9714, 1.1655)  -0.11
N (-0.2696, -1.4274, 0.1000)  -0.14
C (-0.7034, -0.5787, -1.0030)  0.12
N (-0.0635, 0.4268, -1.4593)  -0.26
N (1.0984, 0.8352, -0.7278)  0.07
N (1.2005, 0.9530, 0.4531)  -0.18
H (-1.0806, -1.1286, -1.8459)  0.22

The energy above the lowest of the compared OMol25 structures with the same formula, charge and spin comes out at 87.3 kcal/mol. The structure (SMILES) is O=c1nncnnn1. As for the HOMO-LUMO gap: 8.338 eV. The calculation puts the LUMO energy at -1.27 eV. As for the net charge: 0.



No. 3
Formula: C2HN5O3S2
Source: the OMol25 dataset
Level of theory: ωB97M-V/def2-TZVPD

Each line ends with the natural charge from an NBO analysis.
Geometry (Å):
C (-0.6382, 0.3624, 1.4050)  0.52
C (0.5666, 0.9026, -0.8838)  -0.23
N (-0.9461, -0.8694, 1.1348)  -0.38
N (-0.1039, -1.7637, 0.7723)  0.19
N (0.0784, -2.9137, 0.7731)  0.48
N (-0.7140, 1.4276, 1.9032)  -0.44
N (0.5251, -0.2204, -1.6252)  0.42
O (0.5900, -3.8952, 0.4347)  -0.21
O (1.5719, -0.1443, -2.2638)  -0.39
O (-0.2809, -1.0837, -1.7374)  -0.40
S (-0.2687, 2.2020, -1.3257)  0.43
S (-0.0864, 3.5581, 0.2497)  -0.23
H (-0.2938, 2.4377, 1.1631)  0.24

The energy above the lowest of the compared OMol25 structures with the same formula, charge and spin comes out at 3.0 kcal/mol. As for the HOMO-LUMO gap: 7.143 eV. The calculation puts the LUMO energy at -2.19 eV. As for the net charge: 0.



No. 4
Formula: C2HNO2S
Source: the OMol25 dataset
Level of theory: ωB97M-V/def2-TZVPD

Each line ends with the natural charge from an NBO analysis.
Geometry (Å):
O (-1.5566, 0.8190, 0.7553)  -0.82
C (-1.2558, -0.0992, 0.0009)  0.84
O (-1.9081, -0.6260, -0.8907)  -0.81
N (0.0789, -0.7367, 0.0184)  -0.60
C (1.0875, 0.0089, 0.0365)  -0.08
S (2.6983, -0.5037, -0.0932)  -0.65
H (0.8559, 1.1377, 0.1728)  0.11

The energy above the lowest of the compared OMol25 structures with the same formula, charge and spin comes out at 12.6 kcal/mol. The structure (SMILES) is [O-]C([O-])=NC=S. As for the HOMO-LUMO gap: 5.472 eV. The calculation puts the LUMO energy at 6.25 eV. As for the net charge: -2.



No. 5
Formula: C2HNO3
Source: the OMol25 dataset
Level of theory: ωB97M-V/def2-TZVPD

Each line ends with the natural charge from an NBO analysis.
Geometry (Å):
O (0.5458, 2.6256, -0.5271)  -0.43
C (-0.1449, 1.6945, -0.5934)  0.77
N (-1.0646, 1.0915, -1.0976)  -0.25
O (-1.4652, -0.1770, -0.8102)  -0.30
C (-0.5070, -0.9330, -0.2980)  0.60
O (-0.7777, -1.9770, 0.1764)  -0.51
H (0.5746, -0.7284, -0.2819)  0.14

The energy above the lowest of the compared OMol25 structures with the same formula, charge and spin comes out at 67.5 kcal/mol. The structure (SMILES) is O=C=NOC=O. As for the HOMO-LUMO gap: 10.249 eV. The calculation puts the LUMO energy at -0.63 eV. As for the net charge: 0.



No. 6
Formula: C2HNO3S2
Source: the OMol25 dataset
Level of theory: ωB97M-V/def2-TZVPD

Each line ends with the natural charge from an NBO analysis.
Geometry (Å):
O (-0.4045, -0.8021, 1.6447)  -0.49
N (0.4040, -0.3471, 0.6563)  0.07
O (0.1360, -1.0649, -0.5414)  -0.33
C (-0.0738, -0.1876, -1.5231)  0.41
S (-0.3605, -0.5387, -3.0545)  -0.01
O (0.0150, 1.0485, -1.0161)  -0.45
C (0.1439, 0.9998, 0.3347)  0.25
S (-0.0312, 2.2464, 1.3214)  0.06
H (0.1710, -1.3542, 2.1781)  0.49

The energy above the lowest of the compared OMol25 structures with the same formula, charge and spin comes out at 13.0 kcal/mol. The structure (SMILES) is On1oc(=S)oc1=S. As for the HOMO-LUMO gap: 8.886 eV. The calculation puts the LUMO energy at -0.71 eV. As for the net charge: 0.



No. 7
Formula: C2HNO4
Source: the OMol25 dataset
Level of theory: ωB97M-V/def2-TZVPD

Each line ends with the natural charge from an NBO analysis.
Geometry (Å):
O (0.3776, -0.6432, 1.9906)  -0.52
C (-0.3647, -0.6367, 1.0534)  0.73
N (-0.7747, -0.1543, 0.0366)  -0.20
O (-1.9912, 0.1387, -0.4864)  -0.47
H (-2.4202, 0.4195, 0.3528)  0.48
O (0.5891, 0.2247, -1.1996)  -0.51
C (1.7852, 0.1845, -1.1363)  0.99
O (2.7990, 0.4667, -0.6111)  -0.50

The energy above the lowest of the compared OMol25 structures with the same formula, charge and spin comes out at 84.5 kcal/mol. The structure (SMILES) is O=C=NO.O=C=O. As for the HOMO-LUMO gap: 9.455 eV. The calculation puts the LUMO energy at -0.37 eV. As for the net charge: 0.



No. 8
Formula: C2HNO4
Source: the OMol25 dataset
Level of theory: ωB97M-V/def2-TZVPD

Each line ends with the natural charge from an NBO analysis.
Geometry (Å):
O (2.6149, 0.0959, -0.7512)  -0.46
C (1.6568, 0.1253, -0.1000)  0.88
O (1.0307, 0.2267, 1.0087)  -0.42
C (0.0824, -0.2773, -0.0217)  -0.08
N (-1.4609, 0.2818, -0.0468)  0.56
O (-2.2093, -0.4604, -0.5891)  -0.34
O (-1.6434, 1.3593, 0.4212)  -0.34
H (-0.0713, -1.3513, 0.0789)  0.19

The energy above the lowest of the compared OMol25 structures with the same formula, charge and spin comes out at 112.2 kcal/mol. The structure (SMILES) is O=C1O[C@H]1[N+](=O)[O-]. As for the HOMO-LUMO gap: 10.860 eV. The calculation puts the LUMO energy at -0.17 eV. As for the net charge: 0.



No. 9
Formula: C2HNaO3
Source: the OMol25 dataset
Level of theory: ωB97M-V/def2-TZVPD

Each line ends with the natural charge from an NBO analysis.
Geometry (Å):
O (0.7558, -0.1785, -1.8942)  -0.66
H (0.4919, -1.0206, -2.3009)  0.51
O (-0.4953, 0.5782, 0.8388)  -0.09
O (0.2058, -0.2705, 1.5809)  -0.42
C (-0.5595, 0.2678, -0.4291)  0.43
C (-0.4345, 0.5808, -1.6283)  0.24
Na (0.0358, 0.0428, 3.8329)  0.99

The energy above the lowest of the compared OMol25 structures with the same formula, charge and spin comes out at 204.0 kcal/mol. As for the HOMO-LUMO gap (alpha / beta): 9.182 / 6.614 eV. The calculation puts the LUMO energy (alpha / beta) at -4.99 / -6.79 eV. The spin multiplicity is 2. As for the net charge: +1.



No. 10
Formula: C2HO2Sm
Source: the OMol25 dataset
Level of theory: ωB97M-V/def2-TZVPD

Each line ends with the natural charge from an NBO analysis.
Geometry (Å):
O (-0.7886, -0.6913, -3.4414)  -0.35
C (-0.5764, -0.4363, -2.3743)  0.40
O (0.4720, -0.3154, 2.5871)  -0.75
C (0.4434, 0.9343, 2.7566)  -0.06
Sm (-0.1166, 0.1258, 0.3319)  1.64
H (-0.0706, 1.2456, 3.7031)  0.13

The energy above the lowest of the compared OMol25 structures with the same formula, charge and spin comes out at 1.4 kcal/mol. As for the HOMO-LUMO gap (alpha / beta): 6.613 / 6.816 eV. The calculation puts the LUMO energy (alpha / beta) at -4.97 / -4.85 eV. The spin multiplicity is 7. As for the net charge: +1.



No. 11
Formula: C2HO3Tb
Source: the OMol25 dataset
Level of theory: ωB97M-V/def2-TZVPD

Each line ends with the Mulliken charge.
Geometry (Å):
O (-0.1418, -0.6817, 0.1315)  -0.18
C (-1.3878, -0.1586, 0.0547)  0.23
O (-1.7261, 0.9035, 0.4891)  -0.25
C (1.0368, -0.0578, -0.3141)  0.01
O (1.0142, 1.0599, -0.7785)  -0.27
Tb (3.2753, -0.1519, 0.7918)  2.11
H (-2.0707, -0.9134, -0.3744)  0.35

The energy above the lowest of the compared OMol25 structures with the same formula, charge and spin comes out at 0.0 kcal/mol. As for the HOMO-LUMO gap (alpha / beta): 6.251 / 8.784 eV. The calculation puts the LUMO energy (alpha / beta) at -12.69 / -10.61 eV. The spin multiplicity is 7. As for the net charge: +2.



No. 12
Formula: C2HO3Y
Source: the OMol25 dataset
Level of theory: ωB97M-V/def2-TZVPD

Each line ends with the natural charge from an NBO analysis.
Geometry (Å):
O (-3.2803, -0.6105, 0.1471)  -0.59
H (-3.3104, -1.0965, 0.9826)  0.54
O (0.6974, -0.1407, 0.9740)  -0.57
O (0.2498, 0.6478, -0.2217)  -0.37
C (-2.0810, -0.1815, -0.1169)  0.46
C (-1.0431, 0.3664, -0.4234)  0.05
Y (2.4747, -0.3516, -0.3170)  2.48

The energy above the lowest of the compared OMol25 structures with the same formula, charge and spin comes out at 104.3 kcal/mol. As for the HOMO-LUMO gap: 4.753 eV. The calculation puts the LUMO energy at -11.89 eV. As for the net charge: +2.



> energy above the lowest of the compared OMol25 structures with the same formula, charge and spin of number 8 (C2HNO4)?

112.2 kcal/mol